1.
Density functional theory data (the ωB97M-V functional and the def2-TZVPD basis) for C31H39N5O6 in the gas phase.

Computed properties:
Kohn-Sham gap in eV: 9.7509
SMILES string: CC(C)(C)OC(=O)NCCCCCNC(=O)c1[nH]cnc1C(=O)N[C@@H](Cc1ccccc1)C(=O)OCc1ccccc1
Highest occupied orbital energy in eV: -9.075
Energy above the lowest of the compared OMol25 structures with the same formula, charge and spin in eV: 0.0691
Total charge: 0

The geometry in XYZ format:
```
81
C31H39N5O6, DFT the ωB97M-V functional and the def2-TZVPD basis
C 5.78976 2.49480 -3.33151
H 5.66917 3.27821 -4.07365
H 5.58666 1.53223 -3.79370
H 6.81654 2.49623 -2.97570
C 4.83232 2.72927 -2.16188
C 3.38116 2.65393 -2.63839
H 2.70557 2.85127 -1.81068
H 3.21070 3.39192 -3.41725
H 3.17229 1.66294 -3.03687
C 5.12310 4.07357 -1.49524
H 4.96907 4.87812 -2.20887
H 4.46140 4.22076 -0.64622
H 6.15308 4.10111 -1.14628
O 5.12077 1.64389 -1.25290
C 4.44137 1.50999 -0.10369
O 3.56255 2.26463 0.29102
N 4.82416 0.43832 0.59503
H 4.33282 0.27364 1.47633
C 5.77547 -0.56992 0.18555
H 6.78053 -0.28935 0.52574
H 5.78835 -0.62028 -0.90645
C 5.38358 -1.91632 0.79214
C 4.08403 -2.45829 0.19411
C 3.44828 -3.57243 1.02910
H 4.19676 -4.33120 1.26387
C 2.83276 -3.07191 2.34445
N 1.80419 -2.08916 2.10703
C 2.04808 -0.77980 2.20476
O 3.11079 -0.30661 2.60878
C 0.95917 0.11340 1.76684
C -0.41354 -0.02231 1.59631
N -0.94095 1.18632 1.23669
C 0.06804 2.01404 1.17464
N 1.23101 1.42317 1.49849
H 2.17366 1.81034 1.38480
H -0.01329 3.04648 0.89924
C -1.28911 -1.19960 1.64416
O -0.88540 -2.35879 1.69773
N -2.59339 -0.87011 1.61237
C -3.63505 -1.82511 1.34863
C -3.95248 -1.89040 -0.15002
O -4.52255 -2.80346 -0.68394
O -3.53348 -0.78452 -0.75198
C -3.67738 -0.66423 -2.16537
C -2.34480 -0.33308 -2.78570
C -1.42500 0.43801 -2.08653
C -0.19764 0.73790 -2.65044
C 0.11363 0.28487 -3.92108
C -0.80455 -0.47622 -4.62462
C -2.02714 -0.79031 -4.05729
H -2.73822 -1.39312 -4.60347
H -0.56572 -0.83303 -5.61565
H 1.06909 0.52377 -4.36445
H 0.51455 1.32986 -2.09469
H -1.66922 0.79318 -1.09669
H -4.39607 0.14531 -2.34615
H -4.08322 -1.59855 -2.56762
H -3.27625 -2.81159 1.66262
C -4.92564 -1.45709 2.10878
C -5.46253 -0.14499 1.60851
C -5.02505 1.05504 2.15588
C -5.46431 2.26376 1.64418
C -6.34732 2.28677 0.57886
C -6.79650 1.09564 0.03361
C -6.35671 -0.11206 0.54526
H -6.70770 -1.03953 0.11526
H -7.49188 1.10747 -0.79321
H -6.68834 3.22932 0.17684
H -5.11396 3.18881 2.07755
H -4.34299 1.04428 2.99426
H -5.65349 -2.25322 1.94748
H -4.69331 -1.39753 3.17311
H -2.79641 0.10752 1.43855
H 0.86503 -2.39815 1.83985
H 2.39584 -3.91474 2.88487
H 3.59689 -2.60670 2.97163
H 2.65856 -4.04501 0.44129
H 3.36635 -1.64179 0.09288
H 4.28483 -2.83924 -0.80978
H 5.26467 -1.77326 1.86641
H 6.19160 -2.63243 0.63358
```


2.
Density functional theory data (the ωB97M-V functional and the def2-TZVPD basis) for 11 unconnected molecules or ions with the total composition C74H152F15N6O11.

Computed properties:
Kohn-Sham gap in eV: 7.1824
Highest occupied orbital energy in eV: -8.465
Energy above the lowest of the compared OMol25 structures with the same formula, charge and spin in eV: 0.0000
Total charge: +1

The geometry in XYZ format:
```
258
C74H152F15N6O11, DFT the ωB97M-V functional and the def2-TZVPD basis
C 1.05773 9.69931 -3.00969
C 2.19295 8.66916 -3.04263
C 1.74498 7.22872 -3.04337
C 3.02677 6.43336 -3.12161
N 2.91659 4.98199 -2.90350
C 2.42768 4.66217 -1.52979
C 2.91697 3.27914 -1.22485
C 4.10364 2.92237 -2.14286
C 4.23611 4.27175 -2.94572
C 1.92519 4.32020 -3.87895
C 2.00568 4.78112 -5.28911
C 1.02843 3.95275 -6.10137
H 1.45394 10.74628 -3.05169
H 0.54289 9.54906 -2.07046
H 0.33635 9.48700 -3.78914
H 2.64459 8.90399 -2.08367
H 2.88350 8.95975 -3.79266
H 1.06661 7.02640 -3.87087
H 1.05789 6.96323 -2.19997
H 3.79690 6.77923 -2.37335
H 3.42105 6.54007 -4.09663
H 1.35552 4.75682 -1.44467
H 2.82171 5.40941 -0.87937
H 2.05821 2.58886 -1.26162
H 3.16529 3.31483 -0.18841
H 3.94225 2.11670 -2.84119
H 4.99752 2.78343 -1.55655
H 4.56571 4.15946 -4.00405
H 4.90030 4.99307 -2.48048
H 0.95009 4.51966 -3.46503
H 2.12321 3.23593 -3.83312
H 3.00533 4.69965 -5.69320
H 1.77632 5.83157 -5.34058
H 0.81693 4.49601 -6.98151
H 0.12375 3.80332 -5.51538
H 1.49358 2.92116 -6.24147
C 1.26235 -0.85152 9.84758
C 1.23554 -2.36277 9.56130
C 1.84371 -2.91142 8.29555
C 1.24515 -2.28498 7.08833
N 2.04785 -2.67321 5.86436
C 3.29784 -1.84330 5.77429
C 2.83713 -0.43839 5.54752
C 1.52395 -0.55020 4.82344
C 1.23348 -2.04436 4.63790
C 2.51692 -4.13002 5.72223
C 1.32343 -5.10537 5.50012
C 1.94769 -6.48620 5.52349
H 0.63941 -0.35008 9.11823
H 2.27836 -0.47904 9.85408
H 0.83614 -0.76786 10.84929
H 0.22419 -2.69307 9.48858
H 1.64596 -2.86168 10.40486
H 1.73913 -3.99355 8.27646
H 2.91232 -2.68831 8.35734
H 1.13331 -1.18450 7.12751
H 0.22960 -2.60476 6.84686
H 3.80673 -2.10126 4.84858
H 3.93672 -1.98465 6.58436
H 3.57608 0.06908 4.92437
H 2.70601 0.10307 6.44667
H 1.59510 -0.15790 3.86742
H 0.67942 -0.17248 5.37900
H 1.65011 -2.42593 3.70918
H 0.14203 -2.31963 4.70460
H 3.14704 -4.39539 6.52835
H 3.14885 -4.01305 4.84485
H 0.74173 -4.82666 4.70905
H 0.67425 -5.00690 6.37902
H 2.75174 -6.52046 4.77335
H 1.27820 -7.28625 5.22942
H 2.31779 -6.60827 6.54642
C 6.45606 -7.62430 -2.39375
C 6.27869 -8.27986 -1.00554
C 5.35372 -7.46054 -0.06171
C 6.02973 -6.14254 0.33996
N 5.09099 -5.10280 0.94423
C 4.33687 -5.60898 2.13273
C 2.88229 -5.73318 1.68698
C 2.72909 -4.58186 0.72890
C 3.99218 -4.49558 -0.03815
C 6.00006 -3.96293 1.42111
H 7.41340 -7.08361 -2.60987
H 5.59457 -6.96700 -2.49888
H 6.44322 -8.44336 -3.06612
H 7.21627 -8.39821 -0.45270
H 5.79373 -9.18266 -1.22532
H 5.14407 -8.00125 0.81750
H 4.43114 -7.27773 -0.61818
H 6.26073 -5.71327 -0.60893
H 6.85330 -6.21189 1.02497
H 4.41767 -4.81030 2.85399
H 4.71479 -6.52206 2.52992
H 2.26581 -5.68697 2.57610
H 2.69211 -6.69476 1.25783
H 2.57867 -3.60906 1.22557
H 1.96538 -4.76585 -0.03637
H 4.37610 -3.48505 -0.20310
H 4.04707 -5.13215 -0.94230
H 6.50367 -3.61665 0.54916
H 6.72763 -4.34793 2.15196
H 5.43437 -3.11298 1.81145
C -1.21668 -2.54269 -6.19882
C -0.61966 -2.66254 -4.83003
C -1.29037 -1.63353 -3.89485
C -0.37730 -1.42604 -2.68972
N -0.91237 -0.73158 -1.47941
C 0.20744 -0.84156 -0.42894
C -0.25127 -1.97942 0.39233
C -1.76629 -1.79071 0.48599
C -2.12617 -1.52606 -0.92053
C -1.26633 0.66863 -1.78315
H -2.26977 -2.74438 -6.14578
H -0.83012 -3.25423 -6.96627
H -1.09581 -1.49092 -6.59406
H 0.41883 -2.45759 -4.79364
H -0.76772 -3.66171 -4.36304
H -2.27418 -1.86360 -3.52965
H -1.35955 -0.68019 -4.42583
H 0.62464 -1.03074 -2.95795
H -0.02298 -2.38169 -2.33356
H 0.10226 0.11674 0.14991
H 1.18481 -0.82324 -0.95284
H 0.26251 -1.92860 1.36097
H 0.02329 -2.94325 -0.04245
H -2.06203 -1.07973 1.27806
H -2.18172 -2.73902 0.88281
H -3.04800 -0.98295 -1.11476
H -2.20190 -2.47595 -1.43173
H -2.13374 0.71546 -2.47169
H -0.47705 1.07061 -2.45140
H -1.35489 1.27132 -0.94180
C -2.64689 0.51269 -7.57919
C -2.25583 1.85661 -6.86826
C -3.52425 2.35759 -6.07985
C -3.01199 3.54802 -5.19170
N -3.96754 4.20630 -4.15304
C -4.12850 3.32021 -2.93834
C -5.41754 3.85217 -2.30079
C -6.28603 4.32211 -3.48764
C -5.36649 4.22129 -4.71360
C -3.47012 5.53264 -3.87079
H -1.79132 0.04687 -8.06555
H -3.38859 0.78631 -8.37335
H -2.98634 -0.17365 -6.78099
H -1.94232 2.58731 -7.59833
H -1.46511 1.50889 -6.11226
H -3.90616 1.55199 -5.40117
H -4.40270 2.54477 -6.70450
H -2.75641 4.35364 -5.89118
H -2.20610 3.21210 -4.53588
H -3.20562 3.40108 -2.38239
H -4.25737 2.28120 -3.27057
H -5.13904 4.62290 -1.65014
H -5.77648 2.95707 -1.84390
H -6.64475 5.34252 -3.31601
H -7.23784 3.85381 -3.57284
H -5.40917 5.18147 -5.33482
H -5.66529 3.36989 -5.39278
H -2.46519 5.50021 -3.39348
H -4.19289 6.00473 -3.21242
H -3.33666 6.03829 -4.84463
C -4.00047 1.68987 1.96557
N -5.28209 1.12339 2.52193
C -5.41982 1.67207 3.94895
C -6.34314 1.75564 1.68731
C -5.31245 -0.40454 2.44818
C -6.64089 -1.04611 2.80731
O -6.37316 -2.47050 2.82588
H -3.75260 1.21585 1.06861
H -3.20513 1.37024 2.63891
H -4.09301 2.74941 1.84778
H -5.42784 2.75210 3.88297
H -4.52608 1.27331 4.42738
H -6.35609 1.24523 4.28126
H -6.21010 2.83495 1.78343
H -7.33569 1.51834 1.99929
H -6.22668 1.52183 0.63540
H -4.49981 -0.87513 3.02816
H -4.98889 -0.58493 1.42901
H -7.44483 -0.76251 2.08748
H -6.83365 -0.68640 3.82911
H -7.26564 -2.83357 2.87988
C -5.54101 -0.54379 -1.68487
O -5.18920 -1.96059 -1.36796
O -4.70438 0.24319 -1.11237
C -5.51477 -0.42038 -3.22681
F -6.21063 -1.36449 -3.86869
F -6.09798 0.77463 -3.62533
F -4.25660 -0.32586 -3.75075
C -6.12614 -2.97970 -1.21928
C -5.42697 -3.91983 -0.18497
H -4.43351 -4.07432 -0.46895
H -5.38827 -3.54992 0.85654
H -5.88755 -4.90323 -0.22082
H -6.18100 -3.62290 -2.13490
H -7.11182 -2.60633 -0.98647
H -6.65089 -0.43582 -1.44364
C 3.49365 -1.40697 -3.29284
O 2.30474 -2.35227 -3.50092
O 4.38209 -1.69598 -2.39562
C 4.08429 -1.20703 -4.70385
F 5.22253 -0.54675 -4.77252
F 4.23957 -2.41304 -5.26228
F 3.22519 -0.53008 -5.57243
C 2.41028 -3.55763 -2.80180
C 2.76526 -4.82856 -3.55996
H 2.04537 -4.97999 -4.40328
H 3.76664 -4.79270 -4.00745
H 2.64000 -5.75152 -2.97358
H 1.49507 -3.84963 -2.30801
H 3.14913 -3.47169 -2.02437
H 2.88774 -0.47013 -3.18897
C -1.30848 5.97648 -0.84092
O -0.06868 6.13699 -0.03910
O -1.01963 5.52983 -2.04874
C -2.09287 4.95210 0.12214
F -1.40812 3.83681 0.17020
F -2.33646 5.37559 1.37051
F -3.34846 4.67901 -0.37932
C 0.06121 7.40411 0.77200
C 1.51369 7.71471 0.92611
H 1.65846 8.54469 1.61862
H 2.07938 6.82645 1.17133
H 1.85436 8.08331 -0.08273
H -0.35781 7.31499 1.80119
H -0.53225 8.14591 0.31319
H -1.72686 6.99507 -0.77137
C 3.51405 -0.57308 1.94699
O 2.27968 0.26121 1.72925
O 3.22488 -1.77136 2.34149
C 4.09704 -0.61674 0.54013
F 5.16233 -1.46768 0.45215
F 3.16807 -1.17979 -0.22093
F 4.48411 0.56385 0.07307
C 2.43620 1.66298 2.02695
C 1.06559 2.31782 2.14450
H 0.98248 3.13783 2.91486
H 0.93930 2.72787 1.13825
H 0.24371 1.55700 2.28692
H 2.98031 2.08748 1.17699
H 3.05791 1.64658 2.91322
H 4.20887 0.08554 2.54325
C -2.41640 -0.61972 5.32330
O -1.93164 -1.95533 5.48564
O -3.59056 -0.44641 4.67534
C -2.39371 0.00207 6.80647
F -1.10393 0.20918 7.17236
F -2.96338 1.23979 6.91294
F -2.97417 -0.84904 7.68105
C -2.33213 -2.88655 4.54302
C -2.05457 -4.27829 5.06004
H -1.98452 -4.37145 6.12933
H -2.75738 -5.04555 4.75519
H -1.02613 -4.53161 4.72666
H -1.90076 -2.66208 3.53421
H -3.39750 -2.81525 4.46285
H -1.51613 -0.11276 4.87014
```


3.
Density functional theory data (the ωB97M-V functional and the def2-TZVPD basis) for C17H25NO4 in the gas phase.

Computed properties:
Kohn-Sham gap in eV: 8.8558
SMILES string: CC(C)(C)c1cc(/C=N/OCC(=O)O)cc(C(C)(C)C)c1O
Highest occupied orbital energy in eV: -8.268
Energy above the lowest of the compared OMol25 structures with the same formula, charge and spin in eV: 2.6945
Total charge: 0

The geometry in XYZ format:
```
47
C17H25NO4, DFT the ωB97M-V functional and the def2-TZVPD basis
C 1.07379 3.82669 0.20030
H 1.58366 4.78721 0.16390
H 0.55893 3.76087 1.15609
H 0.34381 3.80832 -0.60556
C 2.10969 2.70723 0.04391
C 1.47490 1.31942 0.08221
C 0.11297 1.16828 0.24102
C -0.47651 -0.09308 0.27557
C 0.32902 -1.21515 0.14985
C 1.70558 -1.13016 -0.01078
C 2.27160 0.15688 -0.04431
O 3.60323 0.36521 -0.19772
H 4.06237 -0.47541 -0.27882
C 2.42425 -2.48569 -0.12855
C 3.95192 -2.49094 -0.31054
H 4.47429 -2.06219 0.54517
H 4.27558 -3.53028 -0.37203
H 4.26101 -2.02314 -1.24574
C 1.84644 -3.22644 -1.34675
H 0.77626 -3.37924 -1.25721
H 2.31954 -4.20074 -1.45053
H 2.03128 -2.65534 -2.25464
C 2.14449 -3.28375 1.15661
H 2.62202 -4.25986 1.10191
H 2.54176 -2.75397 2.02044
H 1.08225 -3.43649 1.31469
H -0.16950 -2.16853 0.18439
C -1.91000 -0.21043 0.44064
N -2.46779 -1.34878 0.43310
O -3.82430 -1.50512 0.58353
C -4.64156 -0.38697 0.88710
H -5.60959 -0.82563 1.14633
H -4.27169 0.18361 1.74562
C -4.83764 0.53179 -0.32749
O -5.11495 1.69157 -0.23569
O -4.68748 -0.09545 -1.49258
H -4.43030 -1.02544 -1.35236
H -2.44885 0.73347 0.55896
H -0.52609 2.02925 0.33837
C 2.81055 2.91867 -1.30552
H 3.21986 3.92516 -1.35503
H 2.09887 2.79424 -2.11932
H 3.62206 2.21251 -1.44078
C 3.11365 2.84947 1.19677
H 3.93175 2.14560 1.09319
H 2.61726 2.67139 2.14878
H 3.52602 3.85590 1.20492
```


> The highest total charge belongs to which entry?

C74H152F15N6O11


> Number 1 is which compound?

C31H39N5O6